16
Properties=species:S:1:pos:R:3:lowdin_charge:R:1 method="wB97M-V/def2-TZVPD" lumo_ev=0.843 homo_energy_ha=-0.3804 e_tot_ev=-8865.6794
O -0.250 -1.366 -0.021 -0.1890
N 1.101 3.038 1.022 0.1602
C 0.954 0.601 0.211 -0.1771
C -0.201 -0.208 0.762 -0.2556
C 1.055 1.915 0.759 -0.2983
C 0.680 1.338 -1.608 0.0535
C -1.282 -2.237 0.367 -0.1139
H -2.273 -1.762 0.276 0.0918
H -1.159 -2.582 1.407 0.0907
H -1.139 0.373 0.697 0.1336
H 0.540 0.817 -2.571 0.0403
H -0.315 1.763 -1.416 0.0546
H 1.911 0.081 0.310 0.1304
H -1.240 -3.101 -0.300 0.0906
H 1.675 1.791 -1.726 0.0513
H -0.056 -0.463 1.831 0.1369